No. 1
DFT (ωB97M-V with the def2-TZVPD basis set) results for C24H19Cl5N9O2RuS2 as an isolated structure at a distorted geometry.

The geometry in XYZ format:
```
62
Properties=species:S:1:pos:R:3:forces:R:3
Ru -0.3959 -0.0879 0.4028 0.7 0.1 0.9
Cl -3.5639 5.6882 -0.3344 0.0 0.0 0.0
Cl -0.6620 5.1093 -1.3481 0.0 0.0 0.0
Cl -5.2865 3.3638 0.8132 0.0 0.0 0.0
Cl -4.0831 0.5393 1.1133 -0.1 0.1 0.1
Cl 0.4373 2.1807 -1.2203 0.1 0.5 -0.4
S -3.2423 -2.0787 -0.3177 -0.4 -0.4 -1.1
S 1.4515 -3.1984 -0.0149 0.2 -0.6 0.6
O 0.3700 -2.2181 -0.3764 -0.3 0.4 0.2
O -2.0640 -1.7553 0.5503 1.0 0.8 0.5
N 2.4140 0.5221 2.6458 0.1 0.1 0.0
N 0.7966 0.7800 4.3849 0.6 0.1 0.0
N -0.5451 0.8061 4.3922 -0.3 0.0 -0.3
N -1.0120 0.6861 3.1981 -0.1 0.1 0.5
N 3.8773 -0.2664 0.9377 0.0 0.2 0.4
N 0.0355 0.5977 2.3570 -0.9 -0.9 -1.8
N 1.7978 0.0736 0.3691 -1.9 0.0 0.3
N 3.6978 -0.5554 -0.3604 -0.3 0.0 -0.3
N 2.4713 -0.3701 -0.7103 0.4 0.0 -0.1
C 0.5611 -2.7937 2.5915 -0.1 0.0 0.1
C 1.9474 -3.1947 4.5142 0.0 0.0 0.0
C 2.8351 -3.5697 2.3131 0.0 0.0 -0.2
C -4.0405 -1.1260 -2.7472 -0.1 0.0 0.1
C 2.9999 -3.5682 3.6896 0.0 -0.1 0.0
C 0.7307 -2.8095 3.9684 0.0 0.0 0.0
C 1.1411 0.6420 3.1183 -0.7 -0.1 0.1
C -1.6170 -4.2466 -1.1533 0.1 0.0 0.0
C -3.1366 1.7802 0.3842 0.1 -0.4 0.1
C -1.6848 -0.8710 -2.3110 0.1 0.0 0.1
C -0.8918 -4.7120 0.1136 -0.1 0.1 0.0
C -1.8545 1.4949 -0.0660 1.7 -0.4 0.8
C -1.5318 -0.2141 -3.5230 0.0 0.0 0.0
C -1.6357 3.8455 -0.7147 -0.1 0.0 0.0
C -3.6854 3.0571 0.2755 0.0 0.1 -0.1
C -1.1466 2.5515 -0.6290 0.0 -0.3 -0.1
C -3.0552 -3.8266 -0.8970 0.2 0.3 0.3
C 0.6097 -4.8460 -0.0918 0.0 0.3 -0.1
C 1.6144 -3.1826 1.7804 0.0 0.2 -0.3
C -2.9249 4.0989 -0.2522 0.0 0.0 0.0
C -2.9374 -1.3179 -1.9268 -0.2 0.1 0.3
C -3.8833 -0.4771 -3.9610 0.0 0.0 -0.1
C 2.6918 0.1273 1.3690 0.1 -0.2 -0.5
C -2.6305 -0.0145 -4.3442 0.0 0.0 0.0
H -0.0840 -2.5109 4.6148 0.0 0.0 0.0
H -2.5094 0.5023 -5.2868 0.0 0.0 0.0
H -0.5501 0.1312 -3.8193 0.0 0.0 0.0
H -1.6128 -5.0535 -1.8909 0.0 0.0 0.0
H -4.7391 -0.3190 -4.6036 0.0 0.0 0.0
H 1.0823 -5.4400 0.6892 0.0 0.0 -0.1
H -0.3867 -2.4933 2.1685 0.0 0.1 -0.1
H -1.0823 -4.0015 0.9185 0.0 -0.1 0.0
H -1.2918 -5.6776 0.4332 0.0 0.0 0.0
H 3.1723 0.5811 3.3034 0.0 -0.1 0.0
H -0.8006 -1.0801 -1.7129 0.0 0.0 0.0
H 3.6414 -3.8597 1.6495 0.1 0.1 0.1
H -3.5404 -4.4441 -0.1385 0.0 0.0 0.0
H 2.0737 -3.1973 5.5887 0.0 0.0 0.0
H -1.0746 -3.4088 -1.5881 0.0 -0.1 -0.1
H 3.9493 -3.8631 4.1166 0.0 0.0 0.0
H 0.8543 -5.2764 -1.0647 0.0 0.0 0.0
H -3.6526 -3.8548 -1.8087 -0.1 0.0 0.1
H -5.0156 -1.4764 -2.4273 0.0 0.1 0.0
```
Forces are in eV/Å.

Output
- HOMO energy (spin up / spin down) (eV) = -8.2 / -8.2
- multiplicity = 2
- ΔE to the lowest compared entry with this formula, charge and spin (eV) = 1.822
- E_LUMO (spin up / spin down) (eV) = -1.64 / -1.61
- gap between HOMO and LUMO (spin up / spin down) (eV) = 6.56 / 6.62
- total charge = 0

No. 2
DFT (ωB97M-V with the def2-TZVPD basis set) results for one molecule with the formula C24H19ClN2O4.

The geometry in XYZ format:
```
50
Properties=species:S:1:pos:R:3:forces:R:3
Cl 3.0647 -3.9480 0.9346 0.0 -0.3 0.1
O -0.6056 -1.1660 0.1818 -0.1 -0.1 0.0
O -4.1620 -0.8343 -2.3230 0.3 0.1 0.2
O -5.3044 0.9057 -3.1493 0.1 -0.1 0.1
O 1.7602 -0.5863 -1.4313 0.1 -0.1 -0.1
N 2.3173 -1.0940 0.6954 0.1 -0.1 0.2
N -0.2063 1.0925 0.0869 0.2 0.1 0.1
C 5.4625 -3.8191 -2.2292 -0.1 0.0 0.0
C 3.4841 -2.1849 -1.1267 0.1 -0.2 -0.2
C -2.2548 0.7567 -1.2015 -0.1 -0.1 -0.1
C -4.3641 0.4734 -2.5259 -0.3 0.0 -0.2
C 3.8483 -3.3797 -0.5067 0.1 0.1 -0.2
C 4.1171 -1.8453 -2.3227 0.0 0.0 0.1
C 0.9381 1.9460 4.1477 0.0 -0.1 -0.1
C 1.3195 -0.3157 1.2745 0.1 0.2 0.3
C -0.8951 0.8282 3.0767 0.1 0.0 0.1
C -1.3147 2.5839 4.6614 0.0 0.0 0.0
C 4.8302 -4.1904 -1.0566 0.0 0.0 0.1
C -2.4593 3.5192 -1.4809 0.0 0.0 0.0
C -1.4015 2.9683 -0.7821 0.0 -0.1 0.0
C 0.0493 2.7383 4.8476 0.0 0.1 0.1
C 0.0698 -0.1949 0.4318 0.0 0.4 0.1
C -5.1218 -1.7076 -2.8938 -0.4 -0.1 -0.2
C 2.4283 -1.2399 -0.6564 0.2 0.1 0.1
C -1.7810 1.6210 3.7813 -0.1 0.0 0.0
C 1.4615 0.2017 2.5034 0.2 -0.3 -0.5
C -3.3156 1.3191 -1.9029 0.3 0.4 0.1
C 0.4820 0.9918 3.2350 -0.3 0.2 0.3
C 5.1014 -2.6442 -2.8686 0.0 0.0 0.0
C -3.4206 2.7006 -2.0430 -0.1 -0.2 -0.1
C -1.2919 1.5849 -0.6367 -0.3 0.1 -0.1
H -2.8433 1.4813 3.6468 -0.1 0.0 0.0
H -0.6503 3.6101 -0.3425 0.1 0.1 0.1
H -1.2737 0.0582 2.4236 -0.1 -0.1 0.0
H 5.0902 -5.1139 -0.5630 0.0 -0.1 0.1
H -2.1761 -0.3122 -1.1013 0.0 0.0 0.0
H -6.1143 -1.5006 -2.4870 0.1 0.0 0.0
H 2.9820 -1.5483 1.3067 -0.2 0.0 -0.2
H -5.1556 -1.5794 -3.9781 0.0 0.0 0.1
H 0.4634 1.7905 0.3792 0.0 -0.2 0.0
H 2.4060 0.0460 3.0133 0.1 0.0 -0.1
H -2.5310 4.5914 -1.5859 0.0 0.1 0.0
H -4.8054 -2.7153 -2.6374 0.0 0.1 0.0
H 6.2281 -4.4552 -2.6462 0.1 -0.1 0.0
H -4.2547 3.1067 -2.5936 -0.1 0.0 0.0
H 2.0017 2.0714 4.2949 0.1 0.0 0.0
H 3.8056 -0.9341 -2.8107 0.0 0.1 0.0
H 5.5813 -2.3566 -3.7911 0.0 0.0 -0.1
H -2.0104 3.2022 5.2086 -0.1 0.0 0.0
H 0.4208 3.4768 5.5430 0.0 0.1 0.0
```
Forces are in eV/Å.

Output
- HOMO energy (eV) = -8.3
- multiplicity = 1
- ΔE to the lowest compared entry with this formula, charge and spin (eV) = 0.000
- E_LUMO (eV) = 0.11
- SMILES = COC(=O)c1cccc(NC(=O)/C(=C\c2ccccc2)NC(=O)c2ccccc2Cl)c1
- gap between HOMO and LUMO (eV) = 8.41
- total charge = 0